Entry 1:
Density functional theory data (wB97M-V/def2-TZVPD) for a molecular structure, C36H75BBrGaIO18S8 in a non-equilibrium geometry.

Element x y z (Å)
C (1.576, 5.943, -3.140)
O (1.648, 6.736, -1.964)
B (1.405, 5.957, -0.808)
O (0.424, 6.483, 0.013)
Ga (2.446, 4.157, -0.460)
Br (4.510, 3.969, -1.745)
C (2.959, 3.770, 1.480)
C (3.337, 2.279, 1.682)
C (2.178, 1.448, 2.247)
I (1.214, 0.167, 0.814)
H (1.075, 6.509, -3.921)
H (0.992, 5.037, -3.009)
H (2.563, 5.672, -3.506)
H (-0.360, 5.908, 0.022)
H (1.491, 2.956, -0.954)
H (2.158, 4.043, 2.159)
H (3.855, 4.349, 1.671)
H (4.224, 2.164, 2.298)
H (3.597, 1.874, 0.710)
H (1.435, 2.098, 2.680)
H (2.568, 0.809, 3.022)
C (1.725, -2.706, 4.750)
C (2.550, -3.956, 4.409)
C (3.902, -3.480, 3.865)
S (4.210, -1.883, 4.627)
O (4.200, -0.873, 3.603)
O (5.308, -1.994, 5.563)
C (2.668, -1.788, 5.523)
H (0.841, -2.952, 5.336)
H (1.395, -2.216, 3.831)
H (2.707, -4.550, 5.312)
H (2.039, -4.589, 3.685)
H (4.713, -4.157, 4.125)
H (3.873, -3.330, 2.788)
H (2.334, -0.754, 5.561)
H (2.853, -2.158, 6.529)
C (-2.276, -2.137, -2.344)
C (-3.244, -3.327, -2.330)
C (-2.561, -4.460, -1.561)
S (-1.443, -3.676, -0.394)
O (-0.090, -4.022, -0.755)
O (-1.930, -3.870, 0.950)
C (-1.764, -1.993, -0.914)
H (-2.762, -1.223, -2.686)
H (-1.442, -2.347, -3.017)
H (-4.168, -3.038, -1.822)
H (-3.509, -3.645, -3.338)
H (-3.274, -5.071, -1.013)
H (-1.969, -5.084, -2.222)
H (-0.856, -1.402, -0.837)
H (-2.532, -1.585, -0.257)
C (-0.410, -8.473, -5.353)
C (-1.576, -8.744, -6.315)
C (-2.723, -7.804, -5.921)
S (-1.951, -6.360, -5.178)
O (-2.328, -6.300, -3.785)
O (-2.118, -5.221, -6.042)
C (-0.269, -6.955, -5.285)
H (0.512, -8.943, -5.690)
H (-0.648, -8.868, -4.363)
H (-1.260, -8.531, -7.338)
H (-1.894, -9.784, -6.281)
H (-3.310, -7.485, -6.778)
H (-3.374, -8.252, -5.173)
H (0.294, -6.606, -4.422)
H (0.162, -6.554, -6.202)
C (5.963, -3.752, 9.142)
C (6.676, -3.110, 7.942)
C (7.139, -4.242, 7.016)
S (5.986, -5.597, 7.274)
O (6.696, -6.708, 7.861)
O (5.174, -5.775, 6.093)
C (5.022, -4.794, 8.548)
H (5.412, -3.010, 9.727)
H (6.695, -4.237, 9.795)
H (5.978, -2.466, 7.403)
H (7.518, -2.493, 8.256)
H (7.113, -3.954, 5.968)
H (8.132, -4.601, 7.279)
H (4.682, -5.535, 9.268)
H (4.168, -4.322, 8.061)
C (-4.374, 6.404, -1.847)
C (-5.105, 5.053, -1.814)
C (-4.331, 4.146, -0.855)
S (-3.529, 5.225, 0.330)
O (-2.108, 5.108, 0.135)
O (-4.131, 5.061, 1.630)
C (-4.075, 6.767, -0.393)
H (-4.968, 7.176, -2.334)
H (-3.438, 6.297, -2.400)
H (-6.123, 5.197, -1.438)
H (-5.177, 4.612, -2.807)
H (-4.981, 3.458, -0.322)
H (-3.551, 3.595, -1.368)
H (-3.296, 7.518, -0.280)
H (-4.976, 7.076, 0.137)
C (3.482, 1.386, 11.410)
C (4.330, 1.863, 10.224)
C (4.932, 0.618, 9.561)
S (3.785, -0.725, 9.886)
O (4.440, -1.710, 10.716)
O (3.156, -1.131, 8.659)
C (2.644, 0.225, 10.882)
H (2.853, 2.182, 11.805)
H (4.132, 1.039, 12.216)
H (3.695, 2.389, 9.509)
H (5.111, 2.554, 10.537)
H (5.039, 0.732, 8.485)
H (5.890, 0.348, 10.001)
H (2.231, -0.408, 11.663)
H (1.849, 0.576, 10.224)
C (-2.780, 0.531, -4.986)
C (-2.933, 1.290, -6.312)
C (-3.677, 2.594, -6.012)
S (-3.288, 3.012, -4.310)
O (-4.501, 2.946, -3.520)
O (-2.459, 4.187, -4.274)
C (-2.296, 1.562, -3.969)
H (-2.083, -0.301, -5.073)
H (-3.748, 0.128, -4.677)
H (-1.946, 1.515, -6.716)
H (-3.464, 0.703, -7.057)
H (-3.353, 3.405, -6.658)
H (-4.756, 2.467, -6.088)
H (-2.438, 1.260, -2.934)
H (-1.254, 1.832, -4.139)
C (-5.822, 5.011, -8.925)
C (-4.921, 5.658, -9.987)
C (-3.908, 4.597, -10.436)
S (-4.712, 3.006, -10.201)
O (-4.002, 2.279, -9.179)
O (-4.998, 2.412, -11.481)
C (-6.223, 3.652, -9.491)
H (-6.695, 5.624, -8.707)
H (-5.263, 4.879, -7.997)
H (-5.529, 5.972, -10.838)
H (-4.416, 6.542, -9.602)
H (-3.638, 4.700, -11.483)
H (-3.012, 4.608, -9.819)
H (-6.595, 2.959, -8.740)
H (-6.947, 3.754, -10.298)

Results
**Net charge**: -1
**HOMO level**: -3.93 eV
**Energy**: -293282.408 eV
**Frontier orbital gap**: 5.41 eV

Atom charges from the Löwdin analysis, given in e for atoms 1 to 99: -0.1551 -0.0762 -0.6805 0.0608 0.1094 0.0162 -0.3180 -0.4015 -0.6285 0.7379 0.0748 0.0632 0.0539 0.0331 -0.0788 0.0298 0.0278 0.0909 0.0414 0.0297 -0.0105 -0.2054 -0.2025 -0.2065 0.6838 -0.3122 -0.3397 -0.2290 0.1152 0.1097 0.1043 0.1165 0.0825 0.1084 0.1098 0.0739 -0.2161 -0.2064 -0.2328 0.6566 -0.3236 -0.3340 -0.2330 0.0909 0.1234 0.1160 0.1059 0.1055 0.0567 0.0393 0.1116 -0.2188 -0.2145 -0.2178 0.6782 -0.3238 -0.3183 -0.2226 0.1152 0.1200 0.1158 0.1123 0.1014 0.1037 0.1137 0.1097 -0.2148 -0.2138 -0.2127 0.6699 -0.3320 -0.3336 -0.2179 0.0588 0.1200 0.0712 0.1155 0.0936 0.1005 0.1068 0.1013 -0.2111 -0.2229 -0.2184 0.6883 -0.3004 -0.3262 -0.2237 0.1113 0.1154 0.1168 0.0727 0.1055 0.0829 0.1103 0.1025 -0.2202 -0.2089 -0.2078

=====

Entry 2:
Density functional theory data (wB97M-V/def2-TZVPD) for a single C6H9N molecule in a non-equilibrium geometry.

Element x y z (Å)
C (-2.512, -0.358, 0.067)
C (-1.118, 0.154, 0.123)
C (-0.625, 1.421, 0.227)
C (0.800, 1.339, 0.077)
C (1.109, 0.003, -0.031)
C (2.474, -0.585, -0.010)
N (-0.049, -0.716, -0.020)
H (-2.661, -1.177, 0.776)
H (-3.221, 0.442, 0.294)
H (-2.741, -0.730, -0.941)
H (-1.214, 2.294, 0.489)
H (1.373, 1.731, -0.758)
H (2.646, -1.334, -0.787)
H (3.210, 0.220, -0.100)
H (2.643, -1.050, 0.971)
H (-0.116, -1.654, -0.375)

Results
**Net charge**: 0
**HOMO level**: -7.73 eV
**Energy**: -7856.875 eV
**Frontier orbital gap**: 8.69 eV
**SMILES string**: Cc1ccc(C)[nH]1

For each atom in turn, the Löwdin charge in e is: -0.0455 -0.3407 -0.0598 -0.0929 -0.3626 -0.0416 0.1046 0.0745 0.0793 0.0797 0.0990 0.1114 0.0725 0.0807 0.0841 0.1572

=====

Entry 3:
Density functional theory data (wB97M-V/def2-TZVPD) for a molecular structure, C3H8I2Si in a non-equilibrium geometry.

Element x y z (Å)
C (1.734, 0.365, -1.411)
C (1.071, -0.620, -0.409)
C (-2.519, -0.011, 0.921)
Si (0.851, 0.042, 1.363)
I (-2.912, -1.809, -0.132)
I (-2.743, 1.858, -0.097)
H (1.062, 1.324, -1.367)
H (2.649, 0.703, -1.037)
H (1.627, -0.198, -2.399)
H (1.499, -1.532, -0.372)
H (-0.062, -0.840, -0.795)
H (-3.147, -0.193, 1.878)
H (0.091, 1.239, 1.088)
H (0.799, -0.327, 2.770)

Results
**Net charge**: 0
**HOMO level (alpha / beta)**: -8.41 / -6.83 eV
**Energy**: -27314.325 eV
**Frontier orbital gap (alpha / beta)**: 7.94 / 5.42 eV

For each atom in turn, the Löwdin charge in e is: -0.1708 -0.4826 -1.2523 0.7430 0.6331 0.6152 0.0889 0.0251 0.0963 -0.0121 0.0567 -0.0560 -0.1534 -0.1310

=====

Entry 4:
Density functional theory data (wB97M-V/def2-TZVPD) for a molecular structure, C33H32CdNO6.

Element x y z (Å)
Cd (0.699, -0.806, 2.229)
C (-0.699, 2.197, -3.418)
C (-1.261, 1.209, -2.405)
C (-2.754, 1.036, -2.567)
O (-0.995, 1.634, -1.096)
C (0.305, 1.150, -0.782)
C (0.281, -0.281, -1.413)
O (-0.565, -0.035, -2.557)
C (-0.141, -1.618, -0.719)
O (0.559, -1.844, 0.445)
C (0.256, -2.787, -1.666)
C (0.223, -4.069, -1.111)
C (0.591, -5.182, -1.845)
C (1.015, -5.043, -3.166)
C (1.055, -3.779, -3.728)
C (0.674, -2.659, -2.985)
C (-1.678, -1.672, -0.506)
C (-2.263, -0.981, 0.554)
C (-3.632, -1.043, 0.784)
C (-4.452, -1.807, -0.038)
C (-3.886, -2.486, -1.108)
C (-2.518, -2.410, -1.342)
C (0.658, 1.658, 0.661)
O (-0.056, 1.069, 1.688)
C (2.170, 1.518, 0.948)
C (2.954, 0.492, 0.426)
C (4.276, 0.320, 0.830)
C (4.837, 1.171, 1.765)
C (4.062, 2.193, 2.304)
C (2.747, 2.359, 1.902)
C (0.314, 3.169, 0.597)
C (-0.749, 3.656, 1.343)
C (-1.095, 5.002, 1.291)
C (-0.377, 5.882, 0.490)
C (0.694, 5.401, -0.256)
C (1.035, 4.056, -0.198)
H (-1.165, 3.175, -3.273)
H (-0.907, 1.841, -4.430)
H (0.382, 2.298, -3.300)
H (-3.234, 2.018, -2.583)
H (-3.158, 0.455, -1.742)
H (-2.959, 0.520, -3.508)
H (1.029, 1.679, -1.416)
H (1.283, -0.469, -1.795)
H (-0.080, -4.169, -0.076)
H (0.559, -6.165, -1.387)
H (1.313, -5.911, -3.743)
H (1.381, -3.652, -4.755)
H (0.682, -1.690, -3.467)
H (-1.654, -0.318, 1.155)
H (-4.064, -0.475, 1.602)
H (-5.519, -1.863, 0.147)
H (-4.511, -3.074, -1.771)
H (-2.099, -2.937, -2.190)
H (2.530, -0.219, -0.264)
H (4.854, -0.502, 0.423)
H (5.862, 1.030, 2.087)
H (4.482, 2.857, 3.050)
H (2.147, 3.146, 2.341)
H (-1.293, 2.949, 1.957)
H (-1.931, 5.368, 1.878)
H (-0.644, 6.932, 0.449)
H (1.268, 6.078, -0.881)
H (1.886, 3.699, -0.771)
N (-0.843, -1.810, 3.773)
C (-0.027, -2.042, 4.983)
C (1.423, -2.436, 4.643)
O (1.941, -3.309, 5.330)
O (1.981, -1.762, 3.699)
H (-1.707, -1.333, 3.986)
H (-1.085, -2.686, 3.326)
H (-0.440, -2.796, 5.646)
H (0.031, -1.095, 5.524)

Results
**Net charge**: -1
**HOMO level**: -5.52 eV
**Energy**: -53082.779 eV
**Frontier orbital gap**: 8.24 eV

For each atom in turn, the Löwdin charge in e is: 1.4239 0.0110 -0.5862 0.0264 0.0000 -0.1517 -0.1431 -0.0349 -0.4472 -0.3070 -0.1497 -0.0353 -0.0878 -0.1161 -0.0953 -0.0314 -0.1167 -0.0452 -0.0935 -0.1158 -0.0942 -0.0287 -0.4565 -0.3177 -0.1676 -0.0445 -0.0773 -0.1003 -0.0825 -0.0325 -0.1667 -0.0186 -0.0861 -0.1138 -0.0923 -0.0414 0.0902 0.0876 0.0824 0.0900 0.0731 0.0940 0.1334 0.1318 0.1181 0.0945 0.0891 0.0927 0.1037 0.0715 0.0963 0.0899 0.0942 0.1145 0.0910 0.1031 0.0951 0.0967 0.1210 0.1107 0.0934 0.0892 0.0935 0.1196 -0.0442 -0.1939 -0.7007 0.0012 -0.1800 0.0744 0.0838 0.1016 0.1140